Below is a cluster of 10 separate species, C19H43N3O7 in total at a distorted geometry, with properties calculated with the ωB97M-V functional and the def2-TZVPD basis.

Calculated values
* Kohn-Sham gap: 0.2865 hartree
* structure (SMILES): c1cc[nH]c1.c1cc[nH]c1.c1cc[nH]c1.CO.CO.CO.CO.CO.CO.CO

Each line ends with the Mulliken charge.
Cartesian coordinates (Å):
O1 0.858 -3.956 0.159  -0.497
O2 -2.954 1.343 -0.468  -0.435
O3 2.232 1.939 2.831  -0.475
O4 -2.629 -1.491 0.923  -0.328
O5 -2.957 -2.937 -4.207  -0.541
O6 -1.633 2.523 2.531  -0.390
O7 -0.380 -0.382 -0.821  -0.070
N1 -0.464 2.531 -2.020  0.809
N2 3.289 2.314 -1.830  0.063
N3 -0.492 -3.141 2.935  0.233
C1 0.392 3.049 -4.094  -0.601
C2 -1.138 -3.852 3.947  -0.712
C3 0.027 4.238 -3.468  -0.804
C4 -1.803 -3.312 -3.425  -0.256
C5 -3.516 0.888 -1.728  -0.698
C6 0.607 -2.569 3.508  -0.523
C7 2.666 0.741 3.394  -0.557
C8 -0.347 -3.804 5.072  -0.380
C9 5.012 1.575 -3.025  -0.758
C10 3.378 0.958 -1.594  -0.253
C11 -0.691 3.881 -2.194  -0.474
C12 0.230 -0.004 0.356  -0.442
C13 1.577 -3.215 -0.850  -0.361
C14 0.689 -2.920 4.796  -0.411
C15 -3.071 -0.725 2.063  -0.806
C16 -1.732 3.735 1.836  -0.591
C17 4.597 0.553 -2.164  -0.387
C18 0.182 2.023 -3.147  -0.417
C19 4.158 2.687 -2.789  -0.420
H1 5.088 -0.378 -1.919  0.404
H2 -3.649 0.151 1.769  0.321
H3 -0.387 -4.300 6.031  0.407
H4 0.110 5.265 -3.790  0.428
H5 0.345 0.955 -3.145  0.457
H6 -2.322 2.688 3.179  0.292
H7 2.692 0.390 -0.983  0.318
H8 1.129 -0.515 0.701  0.103
H9 0.872 2.713 -5.001  0.416
H10 -4.259 0.116 -1.529  0.299
H11 -1.304 -2.448 -2.987  -0.102
H12 -2.297 -0.396 2.757  0.213
H13 -2.202 -3.927 -2.619  0.282
H14 2.103 -2.365 -0.414  0.214
H15 -1.941 3.618 0.772  0.000
H16 -2.875 0.541 -2.539  0.236
H17 4.238 3.694 -3.173  0.404
H18 3.344 0.131 2.797  0.282
H19 -0.926 2.041 -1.268  -0.158
H20 1.174 -1.941 2.838  0.319
H21 1.780 0.125 3.550  0.123
H22 -3.399 -2.023 0.708  0.218
H23 -2.428 0.654 -0.055  0.211
H24 -0.808 4.306 1.922  0.242
H25 1.471 -4.320 0.801  0.281
H26 -0.529 -1.303 -0.594  0.029
H27 1.587 2.205 3.490  0.290
H28 -1.203 -3.796 -4.197  0.309
H29 0.825 -2.798 -1.521  -0.013
H30 0.719 0.969 0.306  0.499
H31 2.254 -3.838 -1.434  0.393
H32 -1.039 4.505 -1.384  0.368
H33 -4.163 1.646 -2.170  0.298
H34 -3.528 -3.709 -4.243  0.304
H35 2.568 2.945 -1.513  0.220
H36 1.406 -2.591 5.533  0.431
H37 -0.382 0.124 1.249  -0.082
H38 -2.035 -4.406 3.714  0.394
H39 3.032 1.071 4.366  0.365
H40 -0.930 -3.077 2.027  0.206
H41 -2.510 4.365 2.268  0.457
H42 -3.687 -1.385 2.674  0.434
H43 5.979 1.629 -3.503  0.373